Record 1
78
Properties=species:S:1:pos:R:3:forces:R:3:lowdin_charge:R:1 method="wB97M-V/def2-TZVPD" charge=0
C -10.951 -28.103 -19.779 1.1 -0.6 1.6 -0.162
O -11.511 -29.380 -19.975 -1.7 -0.3 -1.0 -0.121
H -11.632 -27.259 -19.664 -0.7 -0.5 -0.8 0.079
H -10.593 -28.207 -18.755 1.1 0.7 0.0 0.069
H -10.160 -27.890 -20.498 0.0 0.2 0.1 0.064
H -10.854 -30.060 -20.141 0.3 0.4 0.1 0.074
C -9.328 -26.374 -23.922 0.7 0.9 1.8 -0.152
O -8.135 -27.121 -24.171 -0.7 -0.6 -0.8 -0.123
H -10.286 -26.523 -24.420 0.6 -0.3 -1.1 0.090
H -9.611 -26.540 -22.882 0.1 0.2 0.3 0.052
H -8.952 -25.353 -23.988 -0.8 0.2 -0.1 0.060
H -8.401 -27.997 -24.460 0.3 -0.2 0.0 0.079
C -4.005 -27.556 -18.663 0.5 -0.7 0.3 -0.127
O -3.083 -27.666 -17.562 -0.2 0.3 -0.3 -0.112
H -4.675 -26.714 -18.490 0.1 -0.1 -0.1 0.091
H -3.489 -27.481 -19.620 0.0 0.3 0.0 0.063
H -4.517 -28.518 -18.674 -0.7 0.2 -0.3 0.072
H -2.766 -28.570 -17.618 0.3 0.0 0.3 0.078
C -6.030 -24.545 -25.275 -0.6 1.0 -1.2 -0.202
O -5.711 -25.024 -24.019 0.1 -0.6 0.7 -0.112
H -5.372 -23.692 -25.442 0.0 -0.1 -0.4 0.087
H -6.019 -25.228 -26.125 0.8 -0.6 0.2 0.081
H -7.058 -24.194 -25.365 -0.3 0.4 0.4 0.067
H -6.439 -25.583 -23.738 -0.1 -0.4 0.2 0.050
C -3.629 -23.997 -21.308 0.6 0.3 -1.0 -0.157
O -4.720 -23.365 -20.683 -0.3 -0.9 0.7 -0.110
H -3.809 -24.497 -22.259 -0.9 -0.1 -0.1 0.055
H -2.899 -23.243 -21.602 0.5 0.0 0.4 0.077
H -3.170 -24.769 -20.691 -0.2 0.4 0.5 0.074
H -5.220 -22.804 -21.280 0.1 0.2 -0.5 0.030
C -7.261 -25.823 -20.444 0.3 -0.4 -0.1 -0.128
O -7.550 -24.590 -19.846 -0.5 0.5 0.3 -0.114
H -8.036 -26.082 -21.165 0.0 -0.1 -0.2 0.067
H -6.281 -25.762 -20.916 0.0 -0.2 -0.3 0.074
H -7.210 -26.621 -19.703 -0.1 0.0 0.2 0.067
H -6.861 -23.972 -20.101 0.2 0.2 0.2 0.048
C -6.919 -28.159 -16.646 -0.6 0.7 -1.0 -0.166
O -5.963 -27.323 -16.082 0.9 0.2 1.1 -0.105
H -7.476 -27.513 -17.326 -0.5 -0.4 -0.4 0.064
H -6.453 -28.943 -17.243 -0.2 -0.3 0.3 0.052
H -7.640 -28.535 -15.920 0.4 -0.2 0.2 0.089
H -5.142 -27.427 -16.568 0.2 0.1 0.2 0.028
C -7.364 -22.274 -22.930 -1.3 0.1 -1.7 -0.136
O -6.396 -21.638 -22.169 0.5 0.4 1.8 -0.115
H -7.984 -23.025 -22.441 1.1 -0.6 0.6 0.084
H -8.201 -21.624 -23.189 0.2 0.8 -0.4 0.083
H -6.853 -22.608 -23.833 -0.7 -0.5 0.0 0.065
H -6.019 -20.895 -22.647 -0.1 0.0 -0.1 0.115
C -3.609 -27.707 -22.479 0.8 0.9 -1.5 -0.192
O -3.781 -29.047 -22.184 -1.0 -1.2 1.0 -0.116
H -3.391 -27.617 -23.544 0.4 0.3 -0.2 0.083
H -4.509 -27.094 -22.411 -0.3 -0.5 0.7 0.064
H -2.796 -27.258 -21.909 0.0 0.2 0.1 0.072
H -3.061 -29.597 -22.501 0.1 0.3 -0.1 0.087
C -9.746 -25.108 -17.251 1.4 -0.6 0.8 -0.188
O -10.110 -24.251 -18.252 -1.5 1.5 -1.2 -0.126
H -9.862 -26.136 -17.594 0.1 -0.4 0.4 0.060
H -8.704 -24.866 -17.038 0.3 -0.7 0.4 0.086
H -10.268 -24.962 -16.305 -0.5 0.2 -0.3 0.081
H -9.350 -24.136 -18.827 0.3 0.0 -0.1 0.028
C -6.948 -29.438 -20.769 -0.7 0.5 -1.2 -0.160
O -7.354 -29.627 -19.420 0.7 -0.2 -0.6 -0.113
H -6.020 -28.908 -20.982 0.1 0.5 0.8 0.055
H -6.819 -30.300 -21.423 -0.2 -0.9 0.6 0.076
H -7.764 -28.892 -21.242 0.1 0.3 0.0 0.065
H -6.564 -29.855 -18.925 -0.1 -0.2 0.1 0.044
C -11.098 -23.808 -21.309 -0.8 -0.7 -0.4 -0.120
O -10.693 -24.096 -22.642 0.4 0.8 -0.6 -0.146
H -11.741 -24.666 -21.114 0.3 0.0 1.0 0.082
H -10.237 -23.703 -20.648 -0.3 -0.1 0.1 0.058
H -11.761 -22.944 -21.292 0.2 0.2 0.2 0.085
H -10.727 -23.251 -23.096 0.2 -0.1 -0.4 0.070
C -8.677 -20.255 -19.665 0.1 -2.1 0.4 -0.107
O -7.651 -21.311 -19.418 -1.2 1.9 -0.7 -0.131
H -8.357 -19.219 -19.549 0.3 -0.2 0.4 0.071
H -9.138 -20.341 -20.649 0.4 -0.2 -0.4 0.058
H -9.487 -20.576 -19.010 0.1 0.7 0.4 0.076
H -7.123 -21.290 -20.220 0.4 -0.2 -0.1 0.015

Record 2
78
Properties=species:S:1:pos:R:3:forces:R:3:lowdin_charge:R:1 method="wB97M-V/def2-TZVPD" charge=0
C -1.736 -3.399 5.978 0.0 0.0 0.1 -0.171
O -1.176 -2.223 5.423 -0.1 0.3 0.2 -0.125
H -1.217 -4.280 5.600 0.0 -0.2 0.2 0.073
H -1.632 -3.313 7.060 0.3 -0.1 -0.1 0.078
H -2.804 -3.538 5.813 -0.1 0.3 -0.4 0.072
H -1.338 -2.164 4.478 -0.1 -0.2 0.0 0.073
C 6.441 -2.211 -4.765 0.2 -0.5 0.5 -0.172
O 5.403 -1.894 -3.858 0.0 0.2 0.2 -0.125
H 6.863 -3.172 -4.470 -0.4 -0.3 -0.1 0.074
H 6.030 -2.277 -5.772 0.4 0.1 -0.2 0.077
H 7.301 -1.552 -4.642 -0.1 0.5 -0.5 0.075
H 5.284 -0.943 -3.906 -0.2 0.1 0.1 0.070
C -3.492 5.183 -0.173 0.5 -0.6 0.5 -0.158
O -2.287 5.964 -0.220 -0.7 0.0 -0.6 -0.128
H -3.261 4.200 0.236 0.0 -0.2 0.1 0.070
H -4.295 5.593 0.440 0.1 0.4 0.0 0.072
H -3.891 4.990 -1.169 0.3 0.5 -0.1 0.075
H -1.961 6.142 0.665 -0.2 -0.2 0.1 0.069
C -0.384 5.206 -6.242 0.0 1.2 0.1 -0.170
O -0.054 4.880 -4.903 0.2 -0.5 -0.1 -0.122
H -1.157 5.975 -6.247 -0.5 -0.3 -0.2 0.075
H 0.441 5.722 -6.733 0.4 -0.3 -0.1 0.069
H -0.670 4.349 -6.852 -0.1 -0.1 0.4 0.077
H -0.466 5.503 -4.299 0.0 0.0 -0.1 0.072
C -3.535 -0.188 -4.774 -0.6 0.7 -0.1 -0.176
O -4.051 -0.689 -3.577 0.1 -1.0 1.2 -0.129
H -2.660 -0.758 -5.087 -0.1 0.0 0.1 0.082
H -4.328 -0.249 -5.519 0.3 0.1 -0.5 0.076
H -3.280 0.858 -4.601 0.3 0.2 -0.5 0.074
H -4.936 -0.348 -3.422 0.0 0.1 -0.1 0.074
C -8.618 1.094 -0.594 0.3 0.3 -0.4 -0.161
O -8.463 0.885 -1.992 0.2 -0.4 -0.2 -0.131
H -8.967 0.235 -0.021 -0.2 -0.3 -0.3 0.070
H -7.600 1.291 -0.257 -0.2 0.3 0.3 0.077
H -9.277 1.941 -0.403 0.1 0.1 0.2 0.076
H -9.246 1.077 -2.514 -0.2 0.0 0.4 0.070
C 5.752 4.086 -4.108 -0.6 -0.2 1.5 -0.148
O 4.623 3.235 -3.794 0.5 0.4 -0.9 -0.136
H 5.611 4.967 -3.483 0.4 0.4 -0.2 0.072
H 6.624 3.566 -3.710 0.1 0.1 -0.5 0.076
H 5.850 4.390 -5.150 0.0 -0.4 -0.1 0.074
H 3.871 3.783 -4.030 -0.4 -0.3 0.1 0.063
C 7.044 0.347 1.726 -0.1 -1.3 -0.7 -0.185
O 5.883 0.896 2.285 -0.3 0.6 0.4 -0.115
H 7.446 0.961 0.920 0.0 0.3 0.4 0.080
H 7.800 0.060 2.456 0.2 0.4 0.2 0.074
H 6.737 -0.588 1.257 0.3 -0.3 -0.4 0.072
H 5.396 0.154 2.649 -0.2 0.2 0.2 0.074
C 4.217 -3.626 6.430 0.1 -1.0 -0.7 -0.178
O 3.776 -2.461 5.769 0.2 0.5 0.4 -0.117
H 3.684 -3.900 7.341 -0.2 0.4 0.1 0.075
H 4.102 -4.449 5.724 0.0 -0.4 0.1 0.071
H 5.282 -3.594 6.657 -0.1 0.5 0.0 0.078
H 2.831 -2.540 5.623 -0.1 0.0 0.0 0.072
C 2.908 -5.325 0.138 -0.8 -0.2 0.2 -0.167
O 2.618 -4.972 -1.213 0.6 0.3 0.5 -0.119
H 3.360 -6.316 0.196 0.1 0.0 0.0 0.073
H 3.519 -4.601 0.677 0.3 0.1 -0.3 0.074
H 1.959 -5.336 0.675 -0.1 -0.2 0.1 0.071
H 3.304 -4.335 -1.428 -0.1 0.1 -0.6 0.067
C -0.530 3.629 5.456 -0.2 0.9 0.4 -0.171
O -1.794 3.004 5.638 0.2 0.0 -0.4 -0.118
H -0.735 4.685 5.275 -0.2 0.1 0.0 0.072
H 0.046 3.616 6.381 0.2 -0.3 0.0 0.072
H 0.092 3.333 4.612 -0.2 -0.6 0.0 0.075
H -1.731 2.057 5.495 0.2 0.0 0.0 0.071
C 0.098 -0.072 -0.005 0.5 -0.1 -1.0 -0.177
O -1.129 -0.470 0.568 0.2 -0.2 0.5 -0.118
H 0.985 -0.279 0.594 -0.5 0.2 0.9 0.074
H 0.358 -0.652 -0.891 -0.4 0.0 -0.4 0.073
H 0.083 0.980 -0.288 0.1 0.1 0.1 0.075
H -1.753 -0.667 -0.134 0.1 0.0 -0.1 0.073
C -6.499 -4.909 1.005 0.5 0.4 -0.3 -0.187
O -7.116 -6.105 0.669 -1.0 -1.4 0.0 -0.124
H -7.192 -4.271 1.555 0.0 -0.1 -0.1 0.081
H -5.628 -5.116 1.627 0.2 0.4 0.1 0.075
H -6.228 -4.468 0.046 0.4 0.9 0.3 0.079
H -6.504 -6.586 0.107 -0.1 -0.1 0.0 0.076

Record 3
32
Properties=species:S:1:pos:R:3:forces:R:3:lowdin_charge:R:1 method="wB97M-V/def2-TZVPD" charge=+1
Re 1.377 0.567 0.300 0.2 0.0 0.2 1.035
Br -0.938 7.009 -0.417 0.0 0.0 0.0 0.789
C 0.104 5.514 0.014 0.0 0.0 0.0 -0.729
C 1.392 5.680 0.565 0.0 0.0 0.0 -0.732
Br 2.086 7.397 0.843 0.0 0.0 0.0 0.786
C 2.162 4.575 0.913 0.0 0.0 0.0 -0.653
Br 3.866 4.683 1.674 0.0 0.0 0.0 0.845
C 1.640 3.313 0.666 -0.2 0.1 0.0 -0.367
O 2.200 2.149 1.039 -0.1 -0.1 -0.1 -0.280
C 0.382 3.156 0.101 0.0 -0.1 0.1 -0.349
O 0.016 1.855 -0.034 0.0 0.1 -0.2 -0.230
C -0.417 4.242 -0.213 0.1 0.0 0.0 -0.655
Br -2.120 3.914 -0.915 0.0 0.0 0.0 0.838
S 5.003 -2.701 -1.343 0.0 0.0 0.0 0.044
As 2.863 -2.306 -1.106 0.0 0.0 0.0 0.320
S 3.003 0.045 -1.100 -0.1 0.0 0.0 0.155
S 1.479 -0.633 2.057 0.0 -0.1 0.2 0.786
S 3.782 -2.609 -3.069 0.0 0.0 0.0 0.041
O 0.222 -1.860 1.729 0.1 0.0 -0.1 -0.309
C -0.372 -1.742 0.590 -0.1 0.2 0.2 -0.504
O -0.076 -0.775 -0.191 0.0 0.0 -0.2 -0.194
C -1.392 -2.707 0.227 0.0 0.0 0.0 -0.140
C -1.662 -3.790 1.068 0.0 0.0 0.0 0.008
C -2.627 -4.707 0.699 0.0 0.0 0.0 -0.042
C -3.319 -4.539 -0.496 0.0 0.0 0.0 -0.034
C -3.054 -3.458 -1.328 0.0 0.0 0.0 -0.043
C -2.089 -2.535 -0.972 0.0 0.0 0.0 0.009
H -1.118 -3.907 1.995 0.0 0.0 0.0 0.127
H -2.844 -5.550 1.339 0.0 0.0 0.0 0.118
H -4.076 -5.258 -0.779 0.0 0.0 0.0 0.119
H -3.602 -3.336 -2.252 0.0 0.0 0.0 0.117
H -1.875 -1.685 -1.604 0.0 0.0 0.0 0.127

Record 4
29
Properties=species:S:1:pos:R:3:forces:R:3:lowdin_charge:R:1 method="wB97M-V/def2-TZVPD" charge=-1
F -2.164 -0.636 3.419 0.2 -0.1 -0.6 0.093
C -1.040 -1.298 3.147 0.1 -0.4 0.7 -0.142
C -1.041 -2.635 3.366 -0.7 0.0 -0.6 -0.123
F -2.227 -3.264 3.528 0.4 0.2 0.2 0.082
C 0.147 -3.505 3.489 -0.4 -0.2 0.3 -0.265
O 0.099 -4.696 3.805 0.2 1.8 -0.6 0.103
C 1.381 -2.700 3.366 0.8 -0.3 0.0 -0.117
F 2.504 -3.403 3.673 -0.4 0.7 -0.3 0.079
C 1.420 -1.380 3.087 0.6 0.0 0.1 -0.094
F 2.585 -0.720 3.221 -0.5 -0.5 -0.4 0.106
C 0.211 -0.462 2.943 -0.1 -0.3 1.4 -0.402
O 0.305 0.680 3.421 -0.2 -0.9 -0.6 0.020
Cl -0.502 3.933 -5.820 -0.1 0.3 -0.4 0.664
C -0.325 2.878 -4.480 0.1 -1.1 1.3 -0.700
C -1.442 2.340 -3.831 0.5 0.0 0.0 -0.096
C -1.279 1.459 -2.753 -0.4 0.3 -0.1 -0.067
C -0.015 1.104 -2.313 0.5 -0.1 0.6 -0.241
S 0.239 -0.225 -1.005 -1.6 0.2 1.0 0.644
C -0.132 0.184 0.818 3.7 0.7 -1.4 -0.683
Cl -1.647 0.983 0.918 -0.8 0.6 -0.1 0.608
O -0.854 -1.145 -1.257 0.5 -0.4 -0.9 -0.392
O 1.639 -0.540 -1.204 -0.2 -0.3 0.4 -0.369
C 1.106 1.640 -2.950 -0.5 0.4 -0.2 -0.056
C 0.945 2.525 -4.028 0.1 -0.2 0.2 -0.105
H -2.421 2.616 -4.190 -0.2 0.0 0.1 0.097
H -2.155 1.072 -2.239 0.2 -0.1 -0.2 0.106
H 0.748 0.876 1.010 -1.3 -0.4 0.2 0.045
H 2.100 1.387 -2.609 0.0 -0.1 0.0 0.105
H 1.816 2.931 -4.530 0.0 0.0 0.1 0.099

Short version: relative energy (zero: lowest compared OMol25 entry of this formula, charge and spin) = 3.6710; 4.0806; 0.0000; 0.0000 eV, in the order given.
Short version: HOMO-LUMO gap = 9.63; 10.35; 5.52; 6.82 eV, in the order given.